Molecular formula: C8H13B3F5NO5S
Method: DFT, wB97M-V/def2-TZVPD

Geometry as XYZ:
```
36
Properties=species:S:1:pos:R:3:nbo_charge:R:1
N -3.7989 0.3773 -1.9032 -0.575
C -3.8142 0.6472 -3.1250 0.158
C -2.6143 0.9483 -3.9995 -0.875
B -1.5715 -0.2258 -4.1259 1.166
O -1.8963 -1.5068 -3.7109 -0.878
B -0.8110 -2.3566 -3.5832 0.996
O 0.4921 -1.8900 -3.4384 -0.869
B 0.5328 -0.5291 -3.6112 1.104
C 1.4180 0.4384 -2.6580 0.340
F 1.0579 1.7129 -2.9069 -0.313
F 2.7298 0.2694 -2.8303 -0.304
C 1.0596 0.1556 -1.1868 0.921
F -0.2583 0.0264 -1.0703 -0.326
F 1.4001 1.1527 -0.4142 -0.302
F 1.6217 -0.9263 -0.7638 -0.290
O -0.2695 -0.0298 -4.6066 -0.865
H -2.8230 0.3873 -1.5853 0.314
H -4.7914 0.6897 -3.6079 0.164
H -2.9801 1.1502 -5.0140 0.262
H -2.0708 1.8426 -3.6808 0.267
H -1.0099 -3.5240 -3.5778 -0.094
C 1.9501 0.7021 3.2109 -0.407
C 2.4129 0.2586 4.6044 -0.401
C 1.1579 0.0631 5.4640 -0.680
S -0.1645 -0.3737 4.3292 2.174
O -1.1445 0.6813 4.3372 -0.940
O -0.5324 -1.7512 4.5304 -0.939
C 0.8085 -0.2361 2.8343 -0.677
H 2.7591 0.6584 2.4825 0.226
H 1.5881 1.7321 3.2522 0.216
H 2.9549 -0.6863 4.5239 0.209
H 3.0879 0.9849 5.0556 0.225
H 1.2811 -0.7370 6.1898 0.252
H 0.8710 0.9826 5.9712 0.247
H 0.1868 0.1427 2.0261 0.253
H 1.1803 -1.2309 2.5883 0.240
```

Properties
Total energy (hartree): -1715.92144
HOMO-LUMO gap (eV): 10.2
Net charge: 0